{
  "formula": "CH3ClNO",
  "method": "ωB97M-V with the def2-TZVPD basis set",
  "species": ["C", "N", "O", "Cl", "H", "H", "H"],
  "positions_angstrom": [[0.225, -0.151, 0.073], [1.385, -0.858, 0.439], [1.558, -1.949, -0.222], [2.915, 0.663, -0.015], [0.195, 0.850, 0.127], [-0.194, -0.234, -1.082], [-0.531, -0.480, 0.840]],
  "largest_force_ev_per_a": 5.2,
  "total_energy_ha": -630.02477,
  "orbital_gap_ev": [7.69, 7.69],
  "total_charge": -1,
  "relative_energy_kj_mol": 463.9
}

{
  "formula": "CH3ClO2PS",
  "method": "ωB97M-V with the def2-TZVPD basis set",
  "species": ["C", "S", "P", "O", "O", "Cl", "H", "H", "H"],
  "positions_angstrom": [[-0.207, -0.402, 0.000], [-1.999, -0.111, -0.228], [-1.493, 1.226, -1.960], [-1.111, 2.550, -1.480], [-0.672, 0.395, -2.861], [-3.386, 1.230, -2.771], [-0.077, -1.373, 0.482], [0.313, 0.494, 0.244], [0.166, -0.591, -0.977]],
  "largest_force_ev_per_a": 2.0,
  "total_energy_ha": -1390.29597,
  "smiles": "CS[P@@](=O)([O-])Cl",
  "orbital_gap_ev": 8.17,
  "total_charge": -1,
  "relative_energy_kj_mol": 4.2
}